No. 1
Below is a cluster of 8 separate species, C28H76N8O12 in total at a distorted geometry, with properties calculated with ωB97M-V/def2-TZVPD.

The value obtained for the calculated total energy is -66750.853 eV. For the LUMO energy, the calculation gives 0.459 eV. The SMILES is COCCNCCOC.COCCNCCOC.COCCNCCOC.COCCNCCOC.NC(N)=O.NC(N)=O.CO.CO. As for the HOMO energy: -8.406 eV. Its charge is 0.

Each line ends with the Mulliken charge.
Cartesian coordinates (Å):
1 C 5.453 -6.719 5.894  -0.722
2 O 5.990 -5.636 5.173  -0.318
3 C 5.683 -4.404 5.731  -0.673
4 C 6.104 -3.218 4.859  -0.612
5 N 5.511 -3.221 3.539  -0.276
6 C 6.318 -2.315 2.626  -0.596
7 C 5.775 -2.401 1.171  -0.624
8 O 4.697 -1.546 0.911  -0.277
9 C 4.527 -1.247 -0.458  -0.770
10 H 5.794 -7.648 5.438  0.275
11 H 4.368 -6.815 5.931  0.249
12 H 5.823 -6.809 6.915  0.313
13 H 6.159 -4.281 6.703  0.434
14 H 4.604 -4.297 5.849  0.364
15 H 7.186 -3.342 4.840  0.323
16 H 5.851 -2.333 5.444  0.297
17 H 5.368 -4.190 3.292  0.255
18 H 7.356 -2.637 2.709  0.422
19 H 6.331 -1.264 2.915  0.301
20 H 5.680 -3.447 0.883  0.356
21 H 6.522 -2.156 0.416  0.406
22 H 3.628 -0.632 -0.509  0.201
23 H 4.376 -2.193 -0.978  0.351
24 H 5.416 -0.744 -0.838  0.319
25 C -11.729 1.387 -0.263  -0.932
26 O -11.148 0.397 0.603  -0.289
27 C -11.664 0.401 1.900  -0.428
28 C -11.198 -0.922 2.621  -0.845
29 N -9.822 -0.848 3.155  -0.336
30 C -9.745 0.067 4.306  -0.573
31 C -8.488 -0.251 5.179  -0.709
32 O -8.540 -1.563 5.757  -0.327
33 C -7.294 -2.215 5.958  -0.752
34 H -11.325 1.414 -1.275  0.308
35 H -11.523 2.409 0.057  0.360
36 H -12.807 1.510 -0.365  0.369
37 H -12.745 0.345 1.773  0.378
38 H -11.327 1.283 2.445  0.326
39 H -11.217 -1.750 1.912  0.401
40 H -11.917 -1.218 3.385  0.472
41 H -9.672 -1.775 3.527  0.229
42 H -10.685 0.139 4.854  0.380
43 H -9.545 1.014 3.804  0.322
44 H -8.343 0.477 5.976  0.435
45 H -7.596 -0.113 4.568  0.324
46 H -7.351 -3.237 6.333  0.249
47 H -6.797 -1.599 6.707  0.326
48 H -6.616 -2.217 5.105  0.318
49 C -1.412 -2.224 -8.082  -0.734
50 O -0.753 -2.996 -9.036  -0.285
51 C -1.430 -3.053 -10.290  -0.535
52 C -0.405 -3.660 -11.328  -0.558
53 N -1.107 -3.964 -12.585  -0.302
54 C -0.079 -4.200 -13.594  -0.645
55 C -0.829 -4.661 -14.898  -0.623
56 O -1.351 -3.537 -15.571  -0.322
57 C -1.911 -3.882 -16.869  -0.702
58 H -0.823 -2.243 -7.166  0.258
59 H -2.353 -2.657 -7.742  0.298
60 H -1.522 -1.188 -8.402  0.305
61 H -1.730 -2.078 -10.674  0.327
62 H -2.300 -3.708 -10.325  0.356
63 H -0.069 -4.603 -10.897  0.263
64 H 0.453 -2.997 -11.436  0.297
65 H -1.682 -3.210 -12.932  0.244
66 H 0.518 -5.026 -13.207  0.410
67 H 0.555 -3.347 -13.835  0.335
68 H -1.634 -5.382 -14.752  0.361
69 H -0.120 -5.098 -15.601  0.421
70 H -1.160 -4.150 -17.611  0.288
71 H -2.393 -2.994 -17.280  0.253
72 H -2.602 -4.720 -16.774  0.290
73 C 3.988 6.640 0.532  -0.710
74 O 4.519 7.999 0.414  -0.331
75 C 4.688 8.718 1.622  -0.582
76 C 5.698 9.878 1.447  -0.786
77 N 7.139 9.452 1.313  -0.186
78 C 8.040 10.552 1.035  -0.610
79 C 9.432 10.062 0.586  -0.643
80 O 10.028 9.277 1.627  -0.338
81 C 11.144 8.547 1.125  -0.754
82 H 3.153 6.543 1.226  0.302
83 H 4.804 5.999 0.869  0.286
84 H 3.615 6.300 -0.434  0.241
85 H 5.121 8.149 2.445  0.348
86 H 3.710 9.105 1.911  0.399
87 H 5.629 10.428 2.386  0.353
88 H 5.328 10.685 0.814  0.418
89 H 7.249 8.647 0.713  0.222
90 H 8.073 11.200 1.911  0.295
91 H 7.534 11.089 0.231  0.375
92 H 10.197 10.805 0.359  0.487
93 H 9.300 9.566 -0.375  0.351
94 H 11.782 9.136 0.466  0.299
95 H 10.843 7.666 0.558  0.299
96 H 11.779 8.065 1.868  0.268
97 N 0.306 -0.297 2.061  -0.351
98 C -0.064 -0.439 3.344  0.663
99 N 0.889 -0.734 4.161  -0.363
100 O -1.160 -0.181 3.712  -0.649
101 H -0.422 0.017 1.435  0.197
102 H 1.266 -0.494 1.819  0.136
103 H 1.792 -0.865 3.727  0.150
104 H 0.549 -0.963 5.084  0.216
105 N -6.016 0.831 0.577  -0.363
106 C -5.694 1.142 -0.658  0.618
107 N -6.778 1.354 -1.327  -0.346
108 O -4.559 1.436 -1.022  -0.671
109 H -6.879 0.387 0.859  0.176
110 H -5.243 0.884 1.225  0.188
111 H -7.672 1.202 -0.883  0.175
112 H -6.622 1.412 -2.323  0.217
113 C -0.687 -6.002 5.878  -0.384
114 O -1.596 -7.103 5.918  -0.509
115 H -0.835 -5.519 4.912  0.240
116 H -0.802 -5.286 6.692  0.211
117 H 0.331 -6.390 5.829  0.146
118 H -1.417 -7.654 5.152  0.295
119 C 1.875 -0.841 10.693  -0.504
120 O 0.699 -1.277 9.975  -0.493
121 H 1.952 0.235 10.846  0.256
122 H 2.073 -1.392 11.612  0.252
123 H 2.721 -1.084 10.050  0.197
124 H -0.087 -0.948 10.417  0.292

No. 2
Below is a cluster of 2 separate species, C5H14O in total at a distorted geometry, with properties calculated with ωB97M-V/def2-TZVPD.

The value obtained for the calculated total energy is -7449.116 eV. The spin multiplicity is 2. For the LUMO energy (alpha / beta), the calculation gives -2.900 / -9.482 eV. As for the HOMO energy (alpha / beta): -13.496 / -13.496 eV. Its charge is +1.

Each line ends with the Mulliken charge.
Cartesian coordinates (Å):
1 C 2.012 0.006 -2.259  -0.796
2 C 1.688 -1.036 -1.261  -0.402
3 C 0.922 -0.244 0.098  -0.423
4 C -0.460 0.179 -0.268  -0.368
5 C -0.652 1.659 -0.526  -1.153
6 H 2.005 -0.494 -3.245  0.334
7 H 1.183 0.704 -2.392  0.203
8 H 2.953 0.484 -2.037  0.356
9 H 1.015 -1.837 -1.576  0.401
10 H 2.538 -1.461 -0.732  0.345
11 H 1.560 0.615 0.268  0.365
12 H 1.021 -1.049 0.838  0.356
13 H -1.080 -0.152 0.571  0.392
14 H -0.859 -0.420 -1.101  0.347
15 H 0.044 2.238 0.075  0.346
16 H -1.646 1.967 -0.227  0.349
17 H -0.454 1.922 -1.563  0.349
18 H -3.442 -1.173 4.503  0.297
19 H -4.128 -0.636 5.775  0.329
20 O -4.220 -1.272 5.058  -0.627

No. 3
Below is a cluster of 2 separate species, C4H9NO in total, with properties calculated with ωB97M-V/def2-TZVPD.

The value obtained for the calculated total energy is -7829.761 eV. For the LUMO energy, the calculation gives 1.064 eV. The SMILES is C/N=C/O.C=C. As for the HOMO energy: -8.938 eV. Its charge is 0.

Each line ends with the Mulliken charge.
Cartesian coordinates (Å):
1 C 0.342 0.913 -2.005  -0.885
2 N 0.341 0.391 -0.668  -0.178
3 C 1.122 0.915 0.174  0.054
4 O 1.116 0.631 1.478  -0.491
5 H -0.655 1.311 -2.226  0.276
6 H 0.551 0.125 -2.738  0.265
7 H 1.076 1.722 -2.128  0.292
8 H 1.872 1.669 -0.086  0.320
9 H 0.293 0.109 1.646  0.304
10 C -1.047 -1.202 1.758  -0.830
11 C -0.973 -1.375 0.438  -0.278
12 H -1.877 -0.678 2.219  0.287
13 H -0.288 -1.626 2.411  0.410
14 H -1.720 -0.989 -0.247  0.207
15 H -0.153 -1.916 -0.023  0.249

No. 4
Below is a structure of composition C16H20MoO8P2SbSe4Te, with properties calculated with ωB97M-V/def2-TZVPD.

The value obtained for the calculated total energy is -328944.539 eV. For the LUMO energy (alpha / beta), the calculation gives -4.302 / -4.302 eV. As for the HOMO energy (alpha / beta): -10.477 / -10.479 eV. Its charge is +1.

Each line ends with the Mulliken charge.
Cartesian coordinates (Å):
1 Mo -0.270 -0.972 2.209  0.571
2 O -1.157 2.773 3.730  -0.456
3 P -0.581 1.473 3.086  0.871
4 O -0.508 0.259 3.985  -0.642
5 O -1.410 1.015 1.866  -0.490
6 O 0.878 1.904 2.622  -0.112
7 P 2.149 0.873 2.345  0.578
8 O 3.176 1.517 3.352  -0.441
9 O 2.551 0.958 0.920  -0.503
10 O 1.710 -0.498 2.819  -0.552
11 H -1.375 2.713 4.668  0.393
12 H 4.100 1.405 3.100  0.379
13 C 0.343 -5.211 1.269  -0.703
14 C 1.348 -4.480 0.374  -0.432
15 C 1.702 -3.284 1.223  -0.319
16 O 0.413 -2.895 1.806  -0.400
17 C -0.458 -4.077 1.896  -0.496
18 H 0.871 -5.770 2.043  0.306
19 H -0.296 -5.903 0.726  0.377
20 H 0.882 -4.160 -0.561  0.143
21 H 2.218 -5.088 0.136  0.416
22 H 2.089 -2.412 0.704  0.074
23 H 2.366 -3.543 2.048  0.314
24 H -1.364 -3.846 1.335  0.339
25 H -0.698 -4.238 2.945  0.335
26 Te 0.014 0.270 -0.121  1.209
27 C -1.840 0.146 -1.112  1.071
28 C -2.819 -0.669 -0.564  -0.551
29 C -4.018 -0.841 -1.240  -0.746
30 C -4.222 -0.204 -2.456  -0.584
31 C -3.234 0.609 -2.996  -0.672
32 C -2.034 0.792 -2.324  -0.134
33 C 0.348 2.301 -0.597  1.178
34 C 1.550 2.757 -1.104  -0.966
35 C 1.653 4.099 -1.435  -0.829
36 C 0.577 4.953 -1.242  -0.553
37 C -0.619 4.474 -0.727  -0.843
38 C -0.749 3.130 -0.407  -0.356
39 H -2.662 -1.154 0.394  0.294
40 H -4.791 -1.467 -0.816  0.422
41 H -5.156 -0.340 -2.984  0.404
42 H -3.392 1.103 -3.945  0.453
43 H -1.266 1.421 -2.754  0.206
44 H 2.401 2.098 -1.208  0.773
45 H 2.582 4.475 -1.840  0.459
46 H 0.671 6.001 -1.494  0.431
47 H -1.457 5.141 -0.575  0.467
48 H -1.684 2.749 -0.019  0.550
49 Se 4.419 0.093 -3.663  -0.239
50 Sb 1.948 0.261 -3.833  1.006
51 Se 1.215 -1.169 -1.856  -0.376
52 Se 3.198 -1.561 -4.983  -0.270
53 Se 0.691 2.018 -4.746  -0.352

No. 5
Below is a structure of composition C39H53BMoN8S3 at a distorted geometry, with properties calculated with ωB97M-V/def2-TZVPD.

The value obtained for the calculated total energy is -88222.801 eV. The spin multiplicity is 3. For the LUMO energy (alpha / beta), the calculation gives -13.652 / -14.439 eV. As for the HOMO energy (alpha / beta): -19.084 / -19.102 eV. Its charge is +4.

Each line ends with the Mulliken charge.
Cartesian coordinates (Å):
1 Mo 0.475 -2.545 0.754  -1.041
2 C -4.031 -1.526 -1.831  -1.544
3 C -3.084 -0.685 -1.047  -0.858
4 C -3.396 0.576 -0.585  -0.389
5 C -2.456 1.341 0.208  0.197
6 N -1.296 0.835 0.504  -0.681
7 N -0.941 -0.353 -0.112  0.934
8 B 0.545 -0.504 -0.295  0.859
9 N 1.404 0.470 0.460  0.430
10 N 1.460 1.637 -0.225  -0.155
11 C 2.091 2.651 0.299  -0.308
12 C 2.645 2.510 1.611  -0.762
13 C 2.789 1.281 2.217  0.417
14 C 3.338 1.124 3.541  -1.899
15 C 2.129 0.220 1.579  0.585
16 S 2.257 -1.421 2.099  -0.275
17 C 2.255 3.812 -0.562  2.062
18 C 1.440 3.778 -1.838  -1.067
19 C 1.973 5.109 0.156  -1.740
20 C 3.688 3.829 -1.027  -1.659
21 N 0.959 -0.832 -1.740  0.841
22 N 0.348 -0.047 -2.708  -0.371
23 C 0.852 -0.107 -3.886  0.394
24 C 2.013 -0.886 -4.228  -0.879
25 C 2.554 -1.739 -3.305  0.112
26 C 3.843 -2.495 -3.399  -1.538
27 C 1.977 -1.648 -2.012  0.592
28 S 2.399 -2.817 -0.836  -0.298
29 C 0.228 0.659 -5.016  1.762
30 C -1.145 1.189 -4.692  -1.590
31 C 1.179 1.724 -5.445  -1.347
32 C -0.032 -0.392 -6.173  -1.382
33 C -1.799 -1.152 -0.783  1.717
34 S -1.277 -2.816 -0.963  -0.403
35 C -2.832 2.657 0.810  1.915
36 C -1.694 3.080 1.744  -1.347
37 C -3.114 3.621 -0.350  -1.330
38 C -4.098 2.520 1.645  -1.356
39 H -5.066 -1.154 -1.744  0.498
40 H -3.907 -2.586 -1.456  0.419
41 H -3.741 -1.476 -2.877  0.294
42 H -4.359 0.948 -0.877  0.624
43 H 3.052 3.354 2.119  0.655
44 H 4.406 1.522 3.637  0.463
45 H 3.366 0.079 3.884  0.403
46 H 2.759 1.745 4.301  0.365
47 H 0.348 3.715 -1.602  -0.058
48 H 1.808 2.965 -2.437  0.115
49 H 1.548 4.814 -2.315  0.527
50 H 1.215 5.131 0.930  0.293
51 H 1.782 5.910 -0.565  0.396
52 H 2.856 5.421 0.733  0.479
53 H 3.842 2.985 -1.729  0.336
54 H 4.450 3.576 -0.192  0.350
55 H 3.950 4.774 -1.582  0.425
56 H 2.543 -0.783 -5.167  0.623
57 H 4.450 -2.084 -4.261  0.416
58 H 3.707 -3.580 -3.485  0.402
59 H 4.475 -2.297 -2.475  0.434
60 H -1.073 2.048 -4.004  0.250
61 H -1.830 0.443 -4.255  0.225
62 H -1.619 1.518 -5.641  0.485
63 H 1.249 2.587 -4.727  0.144
64 H 0.865 2.221 -6.400  0.466
65 H 2.206 1.336 -5.709  0.336
66 H -0.834 -1.067 -5.795  0.383
67 H 0.841 -1.007 -6.481  0.312
68 H -0.434 0.201 -6.977  0.489
69 H -0.741 3.185 1.281  -0.095
70 H -1.625 2.377 2.639  0.138
71 H -1.905 4.069 2.158  0.592
72 H -2.230 3.734 -0.986  0.133
73 H -3.416 4.635 0.058  0.440
74 H -3.936 3.258 -1.014  0.350
75 H -4.033 1.701 2.397  0.162
76 H -4.993 2.280 1.009  0.359
77 H -4.401 3.477 2.135  0.451
78 C 0.528 -5.615 5.286  -1.468
79 C 0.747 -5.202 3.830  0.588
80 C -0.299 -5.067 2.958  -0.942
81 C -0.060 -4.896 1.594  -0.124
82 C 1.268 -4.812 1.020  -1.097
83 C 2.341 -4.818 2.006  -0.320
84 C 2.060 -5.007 3.366  -0.489
85 H 0.767 -6.702 5.380  0.376
86 H -0.525 -5.418 5.564  0.376
87 H 1.159 -5.067 6.067  0.392
88 H -1.340 -5.197 3.242  0.526
89 H -0.922 -4.895 0.914  0.977
90 H 1.484 -5.078 -0.036  1.075
91 H 3.427 -4.754 1.716  0.459
92 H 2.903 -5.108 4.062  0.520
93 N -3.973 -0.129 4.565  -0.354
94 C -3.023 -0.817 3.906  0.635
95 C -1.656 -0.599 4.173  -0.970
96 C -0.695 -1.154 3.333  -1.098
97 N -1.027 -2.058 2.368  1.197
98 C -2.321 -2.386 2.204  -0.731
99 C -3.326 -1.827 2.918  -0.715
100 H -3.816 0.436 5.401  0.245
101 H -4.961 -0.390 4.374  0.270
102 H -1.350 0.047 4.982  0.510
103 H 0.317 -0.779 3.477  0.690
104 H -2.536 -3.231 1.542  0.412
105 H -4.388 -2.112 2.687  0.387

Across the entries above, energy relative to the best compared isomer or geometry (same formula, charge and spin) takes the values 3.7766; 0.2077; 2.5585; 0.0000; 1.5883 eV, respectively.